{"formula": "C32H42Cl2IP", "method": "ωB97M-V/def2-TZVPD", "species": ["C", "C", "C", "I", "P", "C", "C", "C", "Cl", "C", "C", "Cl", "H", "H", "H", "H", "H", "H", "H", "H", "H", "H", "H", "H", "H", "H", "H", "H", "H", "H", "C", "C", "C", "C", "C", "C", "H", "H", "H", "H", "H", "H", "C", "C", "C", "C", "C", "C", "H", "H", "H", "H", "H", "H", "C", "C", "C", "C", "C", "C", "H", "H", "H", "H", "H", "H", "C", "C", "C", "C", "C", "C", "H", "H", "H", "H", "H", "H"], "positions_angstrom": [[5.749, -3.948, -1.392], [4.337, -3.804, -1.940], [3.253, -3.611, -0.892], [2.963, -5.408, 0.245], [1.607, -2.860, -1.562], [1.055, -4.300, -2.537], [-0.148, -5.002, -1.888], [0.041, -1.763, -2.124], [-0.582, -0.899, -0.671], [0.294, -0.708, -3.201], [1.154, 0.477, -2.778], [1.039, -1.542, -4.631], [6.486, -3.886, -2.194], [5.965, -3.156, -0.672], [5.883, -4.904, -0.884], [4.094, -4.676, -2.554], [4.292, -2.930, -2.605], [3.583, -2.896, -0.132], [2.433, -1.860, -2.128], [1.155, -2.695, -0.237], [0.779, -3.921, -3.522], [1.892, -4.987, -2.664], [-0.071, -5.067, -0.804], [-0.228, -6.019, -2.271], [-1.078, -4.486, -2.129], [-0.800, -2.382, -2.437], [-0.661, -0.356, -3.585], [0.528, 1.241, -2.319], [1.914, 0.192, -2.052], [1.648, 0.914, -3.644], [0.157, -8.483, -5.571], [0.780, -7.780, -4.549], [0.994, -8.387, -3.319], [0.585, -9.696, -3.109], [-0.038, -10.399, -4.131], [-0.251, -9.793, -5.361], [-0.009, -8.011, -6.531], [1.098, -6.757, -4.712], [1.481, -7.837, -2.522], [0.751, -10.168, -2.149], [-0.357, -11.421, -3.968], [-0.736, -10.343, -6.158], [-1.861, 2.627, 0.052], [-1.556, 3.135, 1.308], [-1.763, 4.480, 1.582], [-2.271, 5.320, 0.600], [-2.576, 4.813, -0.656], [-2.371, 3.467, -0.928], [-1.694, 1.580, -0.165], [-1.158, 2.481, 2.074], [-1.520, 4.878, 2.560], [-2.431, 6.369, 0.816], [-2.974, 5.467, -1.421], [-2.611, 3.071, -1.907], [1.632, 5.350, 5.129], [1.354, 5.021, 3.809], [1.521, 5.966, 2.807], [1.967, 7.241, 3.124], [2.247, 7.570, 4.443], [2.079, 6.625, 5.445], [1.500, 4.612, 5.910], [1.004, 4.027, 3.559], [1.296, 5.707, 1.780], [2.095, 7.979, 2.342], [2.594, 8.565, 4.690], [2.297, 6.883, 6.474], [-4.536, 5.585, 3.635], [-5.835, 6.042, 3.813], [-6.285, 6.379, 5.082], [-5.436, 6.262, 6.174], [-4.137, 5.806, 5.996], [-3.688, 5.467, 4.727], [-4.185, 5.321, 2.644], [-6.497, 6.134, 2.962], [-7.298, 6.735, 5.220], [-5.786, 6.526, 7.164], [-3.474, 5.714, 6.847], [-2.674, 5.111, 4.593]], "atomic_forces_ev_per_a": [[0.064, 0.025, 0.054], [-0.153, -0.037, -0.072], [0.021, 0.024, -0.057], [-0.082, -0.071, 0.081], [0.226, 0.175, 0.156], [-0.087, -0.065, -0.056], [-0.093, -0.041, -0.074], [-0.080, 0.074, -0.042], [-0.035, -0.029, 0.067], [-0.085, 0.063, 0.114], [0.024, -0.026, -0.017], [0.045, -0.028, -0.040], [-0.010, -0.021, 0.011], [0.026, 0.004, -0.026], [-0.033, 0.022, 0.013], [0.016, 0.070, -0.052], [0.048, -0.017, 0.010], [0.034, 0.036, -0.036], [-0.013, -0.027, -0.118], [-0.067, -0.147, 0.061], [0.038, -0.089, 0.008], [-0.014, 0.011, 0.096], [0.072, -0.002, -0.014], [-0.034, 0.036, -0.030], [0.011, -0.020, 0.050], [0.127, -0.057, -0.045], [0.035, 0.072, -0.038], [-0.011, -0.031, 0.046], [0.015, 0.021, -0.059], [-0.039, 0.016, -0.005], [-0.002, 0.006, -0.003], [-0.003, 0.005, 0.006], [0.026, 0.038, 0.013], [-0.006, -0.002, -0.009], [-0.005, -0.001, 0.002], [-0.002, -0.004, -0.003], [-0.001, 0.000, 0.001], [0.004, -0.003, -0.004], [0.021, -0.002, 0.025], [0.003, 0.000, -0.001], [0.000, 0.000, -0.001], [0.000, 0.000, 0.001], [0.019, 0.020, -0.020], [0.007, -0.002, 0.009], [0.062, 0.016, 0.012], [0.010, 0.004, -0.011], [0.002, 0.001, 0.005], [-0.008, -0.006, -0.009], [-0.024, 0.009, 0.003], [-0.006, -0.003, 0.003], [0.007, 0.005, -0.025], [0.005, 0.001, 0.001], [-0.001, -0.001, -0.001], [0.002, -0.001, 0.001], [0.002, 0.004, 0.003], [-0.041, -0.056, 0.031], [-0.017, 0.031, -0.060], [0.002, 0.002, 0.005], [-0.003, 0.005, -0.002], [-0.004, 0.000, 0.007], [0.003, -0.001, -0.001], [0.010, -0.005, -0.002], [-0.001, 0.002, 0.000], [0.002, -0.001, 0.001], [0.000, -0.001, 0.000], [0.000, 0.000, -0.001], [-0.014, 0.006, -0.020], [-0.004, 0.002, -0.002], [-0.001, 0.004, 0.002], [0.001, 0.000, 0.002], [-0.003, 0.003, 0.005], [0.017, -0.002, 0.000], [-0.022, -0.013, 0.043], [0.000, -0.002, 0.001], [0.000, 0.000, 0.000], [0.000, -0.001, 0.000], [0.000, 0.001, 0.000], [-0.007, 0.002, 0.004]], "homo_lumo_gap_ev": 8.98, "smiles": "CC[C@H](I)[PH2](CC)[C@@H](Cl)[C@@H](C)Cl.c1ccccc1.c1ccccc1.c1ccccc1.c1ccccc1", "homo_ha": -0.3114, "energy_ev": -76298.273}

---

{"formula": "C32H42Cl4N3O3S2SiTi", "method": "ωB97M-V/def2-TZVPD", "species": ["Ti", "O", "C", "C", "C", "C", "C", "C", "C", "O", "N", "N", "C", "S", "C", "C", "S", "H", "H", "H", "H", "H", "H", "H", "H", "H", "Cl", "C", "Cl", "H", "H", "Cl", "C", "C", "C", "Cl", "C", "C", "C", "C", "N", "C", "C", "O", "H", "H", "H", "H", "C", "C", "C", "C", "Si", "C", "C", "C", "C", "C", "C", "C", "C", "H", "H", "H", "H", "H", "H", "H", "H", "H", "H", "H", "H", "H", "H", "H", "H", "H", "H", "H", "H", "H", "H", "H", "H", "H", "H", "H"], "positions_angstrom": [[-0.324, 0.040, 1.032], [0.876, -3.637, -1.142], [0.327, -4.508, -0.272], [0.537, -5.868, -0.533], [0.005, -6.832, 0.295], [-0.750, -6.471, 1.410], [-0.949, -5.133, 1.675], [-0.420, -4.134, 0.855], [-0.648, -2.697, 1.203], [-0.263, -1.817, 0.317], [-1.199, -2.439, 2.347], [-1.307, -1.032, 2.585], [-2.183, -0.731, 3.477], [-3.294, -1.884, 4.234], [-4.603, -0.637, 4.339], [-4.030, 0.717, 4.729], [-2.417, 0.937, 3.936], [0.609, -2.736, -0.843], [1.124, -6.124, -1.404], [0.181, -7.877, 0.074], [-1.177, -7.225, 2.056], [-1.524, -4.821, 2.535], [-5.341, -0.983, 5.062], [-5.073, -0.556, 3.355], [-3.914, 0.815, 5.809], [-4.687, 1.504, 4.362], [1.079, 1.328, 3.423], [1.433, -0.148, 2.360], [1.766, 0.136, -0.946], [1.468, -0.986, 3.064], [2.445, 0.013, 1.973], [-0.483, 4.944, 1.091], [-1.849, 3.856, 1.040], [-3.127, 4.347, 1.300], [-4.191, 3.474, 1.280], [-5.787, 4.107, 1.661], [-4.059, 2.104, 0.991], [-5.110, 1.143, 0.983], [-4.761, -0.185, 0.712], [-3.462, -0.554, 0.465], [-2.425, 0.333, 0.455], [-2.754, 1.646, 0.724], [-1.639, 2.510, 0.781], [-0.452, 1.943, 0.601], [-3.275, 5.392, 1.524], [-6.130, 1.438, 1.170], [-5.525, -0.953, 0.691], [-3.197, -1.586, 0.261], [4.761, -0.497, -2.330], [3.943, 0.449, -3.222], [4.918, 1.347, -3.999], [3.222, -0.441, -4.243], [2.699, 1.528, -2.235], [3.547, 2.822, -1.104], [3.818, 4.124, -1.874], [2.661, 3.145, 0.111], [4.881, 2.335, -0.526], [1.267, 2.227, -3.300], [1.794, 2.880, -4.583], [0.460, 3.275, -2.510], [0.244, 1.141, -3.685], [5.367, -1.138, -2.975], [4.128, -1.143, -1.730], [5.439, 0.025, -1.664], [5.580, 0.718, -4.599], [5.547, 1.951, -3.344], [4.408, 2.022, -4.682], [3.968, -1.054, -4.753], [2.698, 0.134, -5.004], [2.508, -1.115, -3.774], [2.909, 4.662, -2.137], [4.388, 3.965, -2.790], [4.413, 4.783, -1.236], [1.647, 3.421, -0.125], [3.116, 3.979, 0.650], [2.595, 2.307, 0.799], [5.665, 2.212, -1.274], [4.771, 1.397, 0.017], [5.230, 3.080, 0.193], [2.570, 3.622, -4.406], [0.966, 3.393, -5.080], [2.188, 2.146, -5.285], [1.016, 4.185, -2.289], [0.083, 2.880, -1.569], [-0.401, 3.564, -3.118], [0.664, 0.293, -4.219], [-0.506, 1.599, -4.334], [-0.277, 0.762, -2.807]], "atomic_forces_ev_per_a": [[0.353, 1.235, -0.196], [-0.064, 0.209, 0.105], [0.009, -0.256, -0.043], [-0.066, 0.193, 0.070], [0.014, -0.035, 0.017], [0.038, 0.003, -0.087], [-0.011, -0.025, 0.028], [-0.107, 0.311, 0.108], [0.009, -0.646, -0.073], [-0.010, -0.380, -0.003], [0.005, 0.660, 0.257], [-0.546, -1.226, 0.454], [0.170, -0.118, -0.526], [0.215, 0.103, -0.133], [-0.120, 0.094, -0.161], [-0.014, -0.165, 0.111], [0.112, 0.119, -0.070], [0.017, -0.103, -0.011], [0.031, -0.047, -0.046], [-0.004, -0.049, -0.015], [0.005, -0.027, 0.015], [-0.016, 0.038, 0.021], [0.000, -0.005, 0.029], [0.071, -0.068, 0.114], [0.031, -0.030, -0.022], [0.011, 0.086, 0.002], [0.078, -0.243, -0.094], [-0.057, 0.053, 0.179], [0.153, -0.101, -0.091], [-0.011, 0.105, -0.127], [-0.130, 0.032, 0.020], [-0.088, -0.061, -0.010], [0.025, 0.093, 0.003], [0.135, -0.079, -0.029], [-0.205, 0.019, 0.031], [0.051, -0.014, -0.013], [-0.102, -0.007, -0.056], [0.073, 0.018, 0.006], [-0.031, -0.107, -0.030], [0.031, -0.161, -0.072], [0.223, 0.171, 0.453], [0.073, 0.269, -0.130], [0.109, -0.058, -0.233], [-0.130, 0.208, 0.089], [0.000, 0.045, 0.014], [-0.044, 0.012, 0.004], [-0.033, -0.039, -0.015], [-0.051, -0.006, 0.031], [0.005, 0.059, -0.033], [-0.030, 0.069, -0.061], [0.050, 0.011, 0.042], [-0.044, 0.074, -0.027], [-0.078, -0.008, 0.091], [-0.147, -0.007, 0.005], [0.086, 0.000, -0.018], [0.161, -0.038, -0.038], [0.043, -0.070, -0.054], [-0.040, 0.007, 0.159], [-0.068, -0.013, -0.071], [0.043, 0.001, -0.038], [0.048, 0.005, 0.078], [0.068, -0.045, -0.053], [-0.126, -0.086, 0.078], [0.051, 0.099, 0.088], [0.070, -0.049, -0.044], [0.003, -0.006, 0.036], [-0.073, 0.064, -0.080], [0.056, -0.079, -0.064], [-0.023, 0.024, -0.024], [-0.079, -0.068, 0.102], [-0.015, -0.034, 0.017], [0.077, -0.036, -0.080], [0.008, 0.067, 0.030], [-0.297, 0.093, -0.148], [0.040, 0.085, 0.089], [0.014, -0.136, 0.091], [-0.025, -0.003, -0.022], [-0.032, -0.087, 0.025], [0.042, 0.054, 0.035], [0.082, 0.099, 0.091], [-0.050, 0.021, -0.051], [0.030, -0.035, -0.049], [0.041, -0.007, -0.017], [-0.052, -0.086, 0.099], [-0.074, 0.039, -0.021], [0.100, -0.026, -0.017], [-0.065, 0.041, -0.060], [0.000, -0.015, 0.039]], "spin_multiplicity": 3, "de_lowest_kcal_mol": 0.0, "homo_lumo_gap_ev": [4.71, 6.95], "total_charge": -1, "homo_ha": [-0.0873, -0.1696], "s_squared": 2.024, "energy_ev": -147238.591}